150
Properties=species:S:1:pos:R:3 method="wB97M-V/def2-TZVPD" relative_energy_kj_mol=890.4 smiles=CC1(C)CCCC(C)(C)N1O.CC1(C)CCCC(C)(C)N1O.CC1(C)CCCC(C)(C)N1O.COCCNCCOC.COCCNCCOC.CO.CO largest_force_ev_per_a=3.5 energy_ev=-69925.1218
C 1.04 0.87 7.34
O 1.76 1.24 6.22
C 1.08 2.10 5.35
C 1.79 2.29 4.03
N 1.30 3.35 3.17
C 1.59 4.74 3.56
C 1.09 5.55 2.35
O 1.98 5.29 1.24
C 1.39 5.64 0.00
H 1.59 0.12 7.91
H 0.06 0.42 7.17
H 0.92 1.70 8.03
H 0.95 3.04 5.88
H 0.06 1.75 5.19
H 1.73 1.37 3.44
H 2.86 2.36 4.23
H 1.41 3.17 2.18
H 2.67 4.81 3.69
H 1.08 5.13 4.44
H 1.17 6.61 2.57
H 0.02 5.38 2.21
H 2.11 5.52 -0.81
H 0.98 6.63 -0.15
H 0.49 5.06 -0.20
C 6.34 2.88 -1.25
O 5.99 1.53 -0.95
C 5.10 1.42 0.12
C 5.22 -0.01 0.65
N 6.47 -0.14 1.41
C 6.60 -1.37 2.22
C 5.60 -1.46 3.32
O 5.68 -2.63 4.10
C 4.98 -2.50 5.33
H 5.42 3.40 -1.51
H 7.03 2.78 -2.09
H 6.87 3.18 -0.34
H 4.08 1.60 -0.23
H 5.26 2.11 0.95
H 5.16 -0.62 -0.25
H 4.32 -0.14 1.26
H 7.25 0.04 0.80
H 7.59 -1.41 2.69
H 6.50 -2.26 1.61
H 4.61 -1.40 2.88
H 5.63 -0.60 3.99
H 5.27 -1.88 6.17
H 5.03 -3.49 5.77
H 3.95 -2.26 5.08
C -4.17 5.15 5.79
C -5.40 4.68 4.97
C -6.31 5.96 4.99
C -7.46 5.89 3.94
C -6.77 5.82 2.56
C -5.95 4.43 2.49
N -4.92 4.33 3.59
O -4.20 3.13 3.61
C -7.01 3.25 2.35
C -5.23 4.55 1.10
C -6.25 3.60 5.71
H -4.49 5.41 6.80
H -3.77 5.99 5.22
H -3.42 4.37 5.90
H -6.81 6.13 5.95
H -5.70 6.83 4.73
H -7.99 6.84 3.98
H -8.12 5.06 4.17
H -6.12 6.70 2.56
H -7.49 5.92 1.75
H -7.73 3.20 3.17
H -7.41 3.29 1.34
H -6.51 2.29 2.44
H -4.58 3.68 1.02
H -5.97 4.56 0.30
H -4.54 5.39 0.97
H -6.78 3.93 6.60
H -5.73 2.66 5.89
H -7.08 3.27 5.09
H -3.31 3.50 3.64
C 1.76 -0.68 -6.29
C 0.86 -0.29 -7.42
C 0.15 -1.63 -7.86
C -1.14 -1.34 -8.74
C -2.09 -0.37 -8.07
C -1.38 1.03 -7.85
N -0.14 0.73 -7.07
O 0.40 1.91 -6.60
C -1.10 1.70 -9.17
C -2.32 1.88 -7.01
C 1.81 0.17 -8.56
H 2.35 -1.54 -6.58
H 1.11 -0.89 -5.44
H 2.47 0.11 -6.03
H 0.85 -2.25 -8.43
H -0.10 -2.19 -6.96
H -1.70 -2.25 -8.97
H -0.76 -0.96 -9.69
H -2.35 -0.79 -7.10
H -3.00 -0.32 -8.67
H -1.99 2.04 -9.70
H -0.40 2.53 -9.08
H -0.60 1.08 -9.92
H -1.88 2.83 -6.72
H -3.31 2.01 -7.44
H -2.59 1.30 -6.12
H 2.72 -0.43 -8.64
H 2.17 1.18 -8.39
H 1.31 0.16 -9.53
H 0.88 2.24 -7.37
C 0.95 -5.05 1.39
C 1.13 -6.49 1.02
C 1.14 -6.56 -0.51
C 1.69 -7.75 -1.29
C 3.13 -8.11 -0.58
C 3.12 -8.25 1.03
N 2.47 -7.03 1.56
O 2.52 -6.92 3.00
C 2.49 -9.64 1.37
C 4.70 -8.25 1.51
C -0.06 -7.36 1.52
H 0.96 -4.92 2.47
H 1.67 -4.41 0.89
H 0.06 -4.59 0.97
H 0.12 -6.41 -0.87
H 1.55 -5.65 -0.96
H 0.96 -8.54 -1.10
H 1.66 -7.49 -2.34
H 3.89 -7.38 -0.86
H 3.41 -9.06 -1.03
H 1.75 -9.93 0.62
H 2.03 -9.61 2.35
H 3.22 -10.44 1.48
H 5.23 -9.04 0.99
H 4.75 -8.54 2.56
H 5.22 -7.33 1.24
H 0.03 -8.41 1.24
H -0.19 -7.48 2.59
H -0.94 -6.89 1.08
H 3.25 -6.31 3.06
C -6.46 -1.27 -3.27
O -5.31 -2.00 -3.33
H -6.36 -0.49 -4.03
H -7.31 -1.86 -3.62
H -6.63 -0.80 -2.30
H -4.52 -1.60 -2.97
C -1.16 0.84 -1.81
O -1.42 -0.21 -2.72
H -1.57 0.60 -0.83
H -0.09 0.98 -1.66
H -1.57 1.75 -2.26
H -1.36 0.19 -3.59



172
Properties=species:S:1:pos:R:3 method="wB97M-V/def2-TZVPD" total_charge=+2 largest_force_ev_per_a=5.4 energy_ev=-118383.9130
C 6.95 -0.10 -3.70
C 5.54 0.28 -4.09
O 4.57 0.02 -3.38
N 5.38 1.12 -5.39
H 6.14 0.88 -6.01
H 4.61 0.77 -5.94
C 5.30 2.64 -5.10
H 7.07 -0.14 -2.61
H 7.67 0.66 -3.99
H 7.31 -1.01 -4.16
H 6.15 2.94 -4.48
H 4.40 2.66 -4.48
H 5.19 3.29 -5.96
C -4.20 1.16 5.50
C -3.10 0.28 5.05
O -1.94 0.34 5.39
N -3.59 -0.76 3.97
H -4.43 -1.21 4.30
H -3.87 -0.27 3.13
C -2.60 -1.90 3.80
H -3.97 2.15 5.89
H -4.72 0.63 6.30
H -4.93 1.39 4.71
H -2.90 -2.42 2.89
H -2.57 -2.48 4.73
H -1.59 -1.49 3.74
C -3.01 1.53 -2.85
C -2.32 2.68 -3.66
O -2.45 3.90 -3.46
N -1.49 2.21 -4.89
H -1.72 1.30 -5.27
H -1.63 2.72 -5.75
C 0.01 2.17 -4.47
H -3.52 1.86 -1.95
H -2.35 0.68 -2.65
H -3.96 1.29 -3.33
H 0.02 1.73 -3.47
H 0.36 3.20 -4.49
H 0.62 1.48 -5.05
C -2.48 3.67 0.43
C -3.80 4.45 0.57
C -5.05 3.71 0.14
N -6.25 4.61 -0.39
C -6.77 5.51 0.74
C -5.92 5.46 -1.62
C -7.17 5.51 -2.52
C -8.14 4.65 -1.77
C -7.37 3.68 -0.91
H -2.59 2.68 0.88
H -1.60 4.12 0.89
H -2.25 3.55 -0.63
H -3.65 5.41 0.07
H -4.01 4.75 1.60
H -5.44 3.05 0.91
H -4.77 3.12 -0.73
H -6.08 6.34 0.84
H -6.77 4.87 1.62
H -7.71 6.00 0.48
H -5.56 6.47 -1.43
H -5.15 4.88 -2.14
H -7.51 6.52 -2.76
H -6.98 5.06 -3.50
H -8.88 5.17 -1.16
H -8.78 4.18 -2.51
H -7.87 3.38 0.00
H -6.89 2.92 -1.53
C 7.12 2.01 5.89
C 6.14 2.12 4.81
C 6.68 2.89 3.51
N 5.85 2.51 2.25
C 4.29 2.61 2.47
C 6.36 1.18 1.63
C 6.10 1.15 0.13
C 6.14 2.60 -0.20
C 6.31 3.43 1.10
H 6.53 1.80 6.78
H 7.58 2.99 5.98
H 7.86 1.22 5.74
H 5.28 2.72 5.13
H 5.77 1.10 4.65
H 7.70 2.60 3.24
H 6.70 3.98 3.60
H 4.11 1.75 3.12
H 3.73 2.62 1.54
H 4.13 3.57 2.95
H 5.92 0.34 2.18
H 7.43 1.11 1.86
H 5.09 0.77 -0.04
H 6.93 0.61 -0.32
H 5.31 2.94 -0.82
H 6.99 2.79 -0.85
H 5.88 4.40 1.33
H 7.36 3.74 1.12
C -6.20 -5.39 1.02
C -5.70 -5.12 -0.40
C -4.35 -4.34 -0.39
N -4.04 -3.62 -1.81
C -5.09 -2.45 -1.98
C -4.00 -4.49 -3.10
C -2.51 -5.06 -3.08
C -1.60 -4.10 -2.33
C -2.58 -3.07 -1.85
H -5.35 -5.62 1.66
H -6.87 -6.25 1.09
H -6.78 -4.54 1.37
H -6.44 -4.66 -1.05
H -5.39 -6.03 -0.92
H -3.47 -4.97 -0.25
H -4.26 -3.48 0.27
H -5.61 -2.32 -1.03
H -5.83 -2.68 -2.75
H -4.67 -1.53 -2.37
H -4.27 -3.84 -3.94
H -4.81 -5.20 -2.99
H -2.11 -5.16 -4.09
H -2.50 -6.10 -2.75
H -1.01 -3.60 -3.10
H -1.09 -4.53 -1.47
H -2.58 -2.25 -2.56
H -2.40 -2.57 -0.90
C 0.39 1.65 2.69
C 0.48 0.81 1.43
C 0.83 -0.60 1.60
N 1.37 -1.34 0.33
C 0.48 -1.19 -0.93
C 1.64 -2.80 0.69
C 2.53 -3.32 -0.39
C 3.39 -2.11 -0.71
C 2.79 -0.87 -0.08
H -0.40 1.37 3.39
H 0.16 2.70 2.56
H 1.36 1.52 3.17
H 1.09 1.31 0.68
H -0.48 0.80 0.91
H 0.03 -1.20 2.05
H 1.64 -0.66 2.33
H -0.54 -1.36 -0.60
H 0.80 -1.87 -1.72
H 0.65 -0.22 -1.41
H 0.70 -3.33 0.78
H 2.29 -2.79 1.57
H 2.16 -3.86 -1.26
H 3.04 -4.18 0.05
H 3.46 -2.02 -1.80
H 4.40 -2.33 -0.38
H 2.74 0.06 -0.65
H 3.31 -0.58 0.83
B 3.75 -1.35 4.29
F 4.38 -2.50 4.81
F 2.42 -1.65 4.17
F 3.98 -0.34 5.18
F 4.28 -1.13 3.07
B 3.64 -6.86 -2.20
F 3.02 -6.25 -3.30
F 4.63 -7.58 -2.81
F 4.23 -5.92 -1.44
F 2.74 -7.73 -1.54
B 8.07 -2.94 -0.37
F 6.74 -2.62 -0.24
F 8.15 -4.32 -0.39
F 8.52 -2.57 -1.61
F 8.81 -2.33 0.57
B -1.11 -5.06 1.98
F -2.12 -5.61 2.65
F -0.60 -5.88 1.01
F -1.66 -3.90 1.38
F -0.25 -4.57 2.88
B -4.12 -0.22 0.63
F -5.10 -1.10 1.04
F -3.99 0.80 1.48
F -2.88 -0.86 0.64
F -4.59 0.37 -0.53